1.
A molecular structure, C28H44BrN3OsP2 in a non-equilibrium geometry, computed with ωB97M-V/def2-TZVPD.

The geometry in XYZ format:
```
79
Properties=species:S:1:pos:R:3:forces:R:3:mulliken_spin:R:1
H -3.2477 3.0434 -5.1902 -0.2 0.0 0.3 0.00
H 5.2943 1.0446 0.1133 0.4 -0.4 -0.4 -0.01
C -2.2928 1.7131 -0.8850 -0.9 0.6 -0.3 0.03
H 5.3832 -0.4417 -3.2812 0.1 -0.4 0.3 -0.01
H -4.0716 -0.8770 -1.3618 0.4 -0.3 0.2 0.00
H -3.9678 2.9609 -1.4148 0.4 -0.2 -0.1 0.00
C -3.6808 3.0242 -4.1811 -0.9 0.5 -0.7 -0.04
C -1.6110 1.3803 2.3279 0.1 1.1 -0.6 0.02
C -4.8858 3.6242 -3.9844 1.1 -0.9 0.9 0.18
N -1.0240 0.2499 1.8565 -0.7 1.1 -0.6 0.00
C -1.7484 1.5759 -3.6153 0.6 -0.3 0.1 -0.05
C -6.0906 5.6476 -4.7893 1.3 -1.7 1.4 0.28
C -2.8618 2.3371 -3.1860 0.2 -0.3 0.7 0.12
H 4.5497 -2.6058 -0.2690 0.6 0.4 0.0 -0.01
C 5.3453 -1.3651 -2.6717 1.0 0.0 -0.8 0.06
C 0.0948 -2.5301 -3.8532 -0.2 0.1 -0.4 0.00
C 5.7107 -2.0993 1.5225 0.2 -0.1 0.5 0.01
C 6.6725 1.8612 -1.3786 0.4 0.4 -0.2 0.01
C -6.8552 6.3052 -5.7595 -1.4 0.8 -2.4 0.29
Br 1.4911 -1.2062 1.6728 0.9 0.8 -1.4 0.24
H 0.5788 -3.9328 0.0516 -0.4 0.3 0.1 0.01
C -0.3942 -3.4334 0.2202 0.3 0.3 0.6 0.01
H 6.4981 2.8443 -0.9056 0.0 -0.5 -0.3 0.00
H -1.6122 2.3435 1.8440 0.0 -0.1 -0.1 0.00
H -5.8052 6.1688 -3.8684 -0.2 -0.2 -0.4 0.01
C -5.6856 4.3087 -4.9988 -0.5 0.4 -1.2 -0.06
H 1.5480 -1.8877 -2.3377 -0.2 -0.2 -0.1 -0.01
H 4.2493 -0.9797 0.3768 0.5 -0.1 -0.4 0.03
C 5.9846 -2.5242 -3.4471 0.1 -0.5 -0.2 0.01
C -1.1606 -0.6346 2.8797 -1.0 -0.9 1.5 -0.02
H -5.8346 2.6873 -6.4639 -0.1 0.4 0.1 0.00
C -6.1017 3.7197 -6.2172 1.5 -0.7 2.4 0.24
C -1.1774 0.9532 -1.3149 0.4 0.0 0.4 0.02
H -0.6448 -1.7299 -4.0160 0.3 -0.3 -0.1 0.00
N -2.1264 1.2180 3.5585 0.2 1.1 -0.9 0.00
H -7.1886 4.0119 -8.0650 0.2 0.3 0.3 0.00
C -0.9275 0.9003 -2.7043 -0.3 0.5 -0.9 0.11
N -7.2469 5.7411 -6.9140 0.5 -0.3 0.7 -0.08
H -2.0823 -1.3353 -2.6115 -0.2 -0.2 0.5 0.00
H 6.7426 -2.4631 1.3776 -0.5 0.0 0.1 0.00
H -0.3225 -2.9089 1.1894 0.0 -0.6 -0.5 0.00
H 4.7230 0.9137 -1.5646 0.4 -0.4 0.2 0.03
H 1.0115 -3.5483 -2.1627 -0.2 0.4 0.1 0.00
H 0.9170 -2.3794 -4.5751 -0.4 -0.1 0.4 0.00
H 6.6457 1.9979 -2.4740 0.1 0.0 0.5 0.00
H -0.8168 -1.6534 2.9047 0.0 0.1 -0.3 0.00
C -3.1146 2.3866 -1.7928 0.2 -0.2 0.5 -0.04
H -1.2991 -5.2577 0.9683 0.0 0.4 -0.3 0.00
H 7.6952 1.5419 -1.1076 -0.5 0.3 -0.1 0.00
C 5.6226 0.8386 -0.9249 0.9 0.5 0.5 0.07
H 7.0870 -2.4838 -3.3889 -0.5 0.0 -0.2 0.00
H 5.6629 -3.5030 -3.0507 0.2 0.4 -0.1 0.00
H -2.3955 -2.9711 -2.0487 0.1 0.3 0.1 0.00
P -0.4557 -2.0473 -1.0180 -2.2 -1.2 0.2 -0.01
H -0.3852 -3.4927 -4.0989 0.2 0.5 0.2 0.00
H -2.5232 1.7790 0.1850 -0.1 0.0 -0.8 0.01
C -2.1851 -1.9452 -1.6953 0.3 -0.6 -0.7 0.01
P 6.2123 -0.9408 -1.0593 -4.5 0.9 -0.2 0.67
C -6.8643 4.4665 -7.1185 -1.5 1.8 -1.3 0.29
H -1.7472 -4.9064 -0.7205 0.1 0.1 0.4 0.00
C 0.6566 -2.5360 -2.4257 0.6 0.3 0.4 0.00
H 5.6980 -2.4899 -4.5136 0.1 0.0 0.5 0.00
H 4.2753 -1.5726 -2.4712 0.6 0.2 0.4 0.04
Os 0.0000 0.0000 0.0000 0.1 0.1 2.4 1.42
H -1.5285 1.5200 -4.6889 0.0 0.0 0.5 0.00
H 5.1450 -2.8962 2.0385 0.3 0.4 -0.2 0.00
H -2.6129 1.9386 4.1364 0.7 -0.8 -0.8 0.00
H -2.1244 -0.4962 4.8533 0.0 0.2 -0.1 0.00
C 5.0437 -1.7269 0.1907 0.5 -0.7 0.3 0.09
H -2.4748 -3.9715 0.6183 0.4 -0.2 -0.2 0.00
H 5.7607 -1.2249 2.1949 0.0 -0.4 -0.3 0.00
C -1.8539 -0.0437 3.9084 0.6 -2.1 0.5 0.01
H -2.9196 -0.7943 -0.0088 -0.4 -0.2 -0.2 0.00
H -3.8483 -2.2874 -0.2905 0.3 0.3 -0.3 0.00
C -1.5458 -4.4462 0.2605 -0.4 0.0 -0.3 0.00
H -5.3283 3.6137 -2.9802 0.2 0.1 -0.3 0.00
H -0.0753 0.3238 -3.0833 -0.3 0.2 0.0 0.01
C -3.3256 -1.4582 -0.7930 0.2 0.2 0.5 0.01
H -7.1697 7.3456 -5.5968 0.1 -0.4 -0.1 0.00
```
Forces are in eV/Å.

- energy (eV) = -125263.6840
- net charge = +4
- multiplicity = 5
- strongest force on any atom (eV Å⁻¹) = 4.6

2.
A molecular structure, C28H44BrN3P2STi in a non-equilibrium geometry, computed with ωB97M-V/def2-TZVPD.

The geometry in XYZ format:
```
80
Properties=species:S:1:pos:R:3:forces:R:3:mulliken_spin:R:1
C -4.4137 -3.6458 -2.1353 -0.3 0.0 0.2 0.01
C 1.8969 -1.2153 -2.7993 -0.2 -0.3 -0.4 0.02
C 2.4266 -2.5950 -0.2405 0.0 0.0 0.0 0.02
H 1.2031 3.8641 -2.8496 -0.3 -0.3 -0.2 0.00
H -1.4666 6.3806 -9.9188 0.1 0.2 0.5 0.00
H -0.8696 -5.3164 -5.0989 0.3 0.0 0.2 0.00
C -1.6805 2.1768 -3.6818 -0.3 -0.2 -0.2 0.02
H 2.8158 0.6037 -3.6261 0.0 -0.3 0.0 0.00
H -0.4694 7.7524 -5.2837 0.0 -0.2 -0.1 0.00
H 4.2840 -3.1589 -1.2751 -0.4 -0.1 0.1 0.00
H -2.5183 2.2691 -4.3676 0.2 0.2 0.0 0.00
C 3.6376 0.0814 -0.7564 0.5 -0.2 0.0 0.01
C -0.5583 1.0924 -1.9310 1.8 0.6 0.7 -0.17
H -5.1525 -2.9334 -2.5265 0.1 -0.3 0.1 0.00
Ti 0.3650 0.4287 -0.3345 -1.9 -0.6 0.7 1.06
P 2.1582 -0.9595 -1.0070 0.7 -0.4 -0.2 -0.07
C -1.2386 6.6482 -8.8787 0.1 -0.2 1.1 0.00
C -0.6661 4.1507 -4.6863 -0.4 2.0 -1.8 0.00
C 3.2931 -3.5674 -1.0325 0.3 -0.4 0.0 0.00
C 2.8618 -0.4888 -3.7349 0.1 0.0 -0.3 0.00
C -0.8630 6.0284 -6.5619 0.0 0.5 -0.5 0.00
C 4.9685 -0.6668 -0.7922 0.6 0.2 0.0 0.00
H -0.2956 -2.7624 -4.7903 -0.1 -0.2 0.1 0.00
N -1.0341 7.9332 -8.5885 0.0 0.4 -0.5 0.00
H 1.3812 1.9522 -1.2031 -0.4 0.3 -0.5 -0.01
H 1.4306 -3.0189 -0.0617 0.1 0.1 0.0 0.01
C -1.1673 5.6576 -7.8871 0.0 0.2 -0.1 0.00
H -2.9273 -2.0232 -2.0567 0.1 -0.1 -0.2 0.05
C -0.7378 5.0319 -5.5278 -0.1 -1.1 0.9 0.00
H 3.4526 -4.4718 -0.4301 0.0 0.2 -0.2 0.00
S 1.1563 1.6092 1.5337 0.0 0.5 1.6 0.00
H -1.9178 -0.9728 -4.5851 0.1 -0.3 0.1 0.04
H 5.0346 -1.4203 0.0033 0.0 0.2 -0.2 0.00
H 0.8646 -0.9009 -3.0267 0.3 -0.1 0.1 -0.01
C -1.6483 1.1313 -2.7812 0.7 0.7 0.0 0.03
H -3.4846 -0.8015 -6.6946 0.1 -0.1 0.0 0.00
C -0.7699 8.3235 -7.3417 -0.1 -1.0 0.3 0.00
H -1.3457 4.6195 -8.1557 0.1 0.1 0.1 0.00
H -0.3823 1.1944 5.8970 0.0 0.0 -0.1 0.00
P -2.5143 -3.2562 -4.0515 1.4 2.5 1.3 0.65
H 3.6310 0.8826 -1.5053 -0.1 -0.2 0.0 0.00
H -0.7492 -0.4486 5.3191 -0.1 0.1 0.0 0.00
H -2.1139 -1.9102 -6.8459 -0.2 0.0 0.0 0.00
C -3.0454 -1.7221 -6.3023 0.0 0.1 -0.3 0.01
C 0.5069 2.0291 -1.9054 -1.8 0.3 -1.7 0.03
C 0.8659 0.9132 3.1179 0.2 0.0 0.6 0.00
H 2.8160 -3.8882 -1.9680 0.1 0.1 0.3 0.00
C -0.6427 3.1315 -3.7175 0.3 -0.4 0.5 0.00
H 5.1565 -1.1550 -1.7590 -0.1 0.1 0.3 0.00
C 0.4358 3.0840 -2.8272 0.6 -0.1 0.6 0.05
C 1.3524 0.0521 5.2233 0.6 -0.5 0.2 0.00
H -1.1627 1.1681 3.3708 0.3 0.0 0.2 0.00
H -0.4429 -5.5042 -3.3746 0.0 0.1 -0.3 0.00
H -3.7399 -2.5433 -6.5096 0.1 0.2 -0.1 0.00
H -2.4239 0.3764 -2.6949 0.0 0.2 0.0 -0.01
H 1.9319 -2.2999 -2.9688 0.1 0.2 -0.1 0.00
H 3.5189 0.5825 0.2138 0.0 -0.2 -0.2 0.00
C -0.7025 -3.4326 -4.0193 0.1 -0.5 -0.7 0.06
H -0.3669 -3.0671 -3.0411 -0.2 0.0 -0.1 0.03
H -2.2688 -3.6108 -1.6738 -0.2 0.0 -0.3 0.00
N -0.2783 0.9324 3.8089 0.3 0.2 -1.3 0.00
C -0.6801 7.3974 -6.2891 0.0 0.1 -0.3 0.00
H 1.4733 -1.0243 5.3521 0.1 0.1 0.1 0.00
H -3.6497 -1.1357 -4.2919 0.1 -0.2 -0.1 -0.01
C -0.1196 0.4283 5.1664 -0.6 -0.1 0.3 0.00
C -0.2899 -4.8872 -4.2700 0.3 -0.2 0.0 0.01
H -0.6240 9.3964 -7.1575 -0.1 -0.5 -0.2 0.00
H 5.7866 0.0507 -0.6334 -0.2 -0.3 0.0 0.00
H 2.5818 -0.7212 -4.7710 0.1 0.1 0.2 0.00
N 1.8441 0.4361 3.9059 -0.6 0.4 -1.1 0.00
H 1.9001 0.5770 6.0062 -0.1 -0.1 -0.1 0.00
H 0.7718 -4.9311 -4.5389 -0.2 -0.1 0.1 0.00
C -2.9969 -3.0880 -2.3087 -0.5 -0.9 0.0 0.06
H 3.9012 -0.8157 -3.5995 -0.3 0.1 0.0 0.00
H -4.6297 -3.8197 -1.0756 0.0 0.1 -0.3 0.00
H 2.8477 -2.4073 0.7530 0.0 0.0 -0.1 0.00
Br -1.6874 -0.7843 -0.0887 -0.4 -0.9 0.9 0.03
H -4.5089 -4.5984 -2.6766 -0.2 0.2 0.3 0.00
C -2.7927 -1.5931 -4.8022 -0.8 -0.5 -0.3 0.07
H 2.7616 0.2438 3.5420 0.1 0.1 0.1 0.00
```
Forces are in eV/Å.

- energy (eV) = -156774.9996
- net charge = +2
- multiplicity = 3
- strongest force on any atom (eV Å⁻¹) = 3.2

3.
A molecular structure, C28H44Ge2N2OTi in a non-equilibrium geometry, computed with ωB97M-V/def2-TZVPD.

The geometry in XYZ format:
```
78
Properties=species:S:1:pos:R:3:forces:R:3:mulliken_spin:R:1
C -1.7323 1.1121 3.1180 -0.2 0.2 0.0 0.04
H -1.8767 -1.5524 5.2273 0.0 0.0 0.0 0.00
H 3.8168 -1.7951 -1.3809 0.0 0.0 0.0 0.00
H -3.1079 0.1143 -7.5236 0.0 0.0 0.0 0.00
H -2.8360 -2.0572 2.9241 0.0 0.0 0.1 0.01
C -2.2364 -0.2011 -6.9645 0.0 0.0 0.0 0.00
H -4.3098 0.2822 -0.7421 0.0 -0.1 0.0 -0.02
H 6.5430 -0.6462 1.2783 0.0 0.0 0.0 0.00
C -1.1124 -0.5348 -4.8567 0.0 0.0 0.1 0.00
H 3.7057 -2.7704 0.0844 0.0 0.0 0.0 0.00
H -4.8117 2.6645 -0.1736 0.0 0.0 0.0 0.00
H -2.8682 1.1575 0.9149 0.0 0.0 0.0 0.00
H -1.3979 -2.9819 2.5392 0.0 -0.1 0.0 0.01
H 1.4147 1.9598 -0.1692 0.1 0.1 0.0 0.00
H -3.8119 4.3662 -1.5548 0.0 0.0 0.0 0.00
H 0.8649 -1.3679 -4.9725 0.0 0.0 0.0 0.00
H -1.8426 0.5693 5.2356 0.0 0.0 0.0 0.00
H 7.1741 -0.6391 3.6717 0.0 0.0 0.0 0.00
H -2.8168 1.0471 2.9596 0.0 0.0 0.1 0.00
H -1.1260 -0.7589 -8.7121 0.0 0.0 0.0 0.00
H -1.8601 2.2992 4.9374 0.0 0.0 0.0 0.00
C -1.5763 2.2071 -0.2897 -0.2 -0.1 0.0 0.04
Ge -0.8764 -0.5152 2.4072 1.3 0.3 0.6 0.07
C -1.1031 -0.4507 -3.4228 0.0 -0.1 0.1 0.05
H -3.4708 -2.6956 -0.0436 0.1 0.2 0.0 0.00
H 5.4079 -0.5842 5.4045 0.0 0.0 0.0 0.00
H -1.3644 1.9641 2.5370 0.0 0.0 0.1 0.00
C 3.4026 1.4386 -0.8654 -0.1 0.1 -0.1 0.00
C 0.9501 -0.5209 3.0661 -0.3 0.0 0.7 -0.03
H 3.9229 0.6350 -1.3894 0.0 0.0 0.0 0.00
H -1.5989 4.3546 -0.6187 0.0 0.0 0.0 0.00
C 3.4249 -0.5550 2.6478 -0.1 0.0 0.1 -0.03
H 3.9076 1.6041 0.0841 0.0 0.0 0.0 0.00
C 1.9899 -0.5259 2.2405 1.0 0.0 -0.3 0.01
H 3.2773 -3.4678 -1.4750 0.0 0.0 0.0 0.00
H 3.0498 -0.5325 4.7708 0.1 0.0 0.0 0.00
C 4.4369 -0.5894 1.6910 -0.1 0.0 0.0 0.02
C -0.0078 -1.1171 -6.9181 0.0 0.0 0.0 0.00
N -2.4917 1.0781 -0.0266 0.1 -0.2 -0.3 -0.05
H -1.0588 1.9966 -1.2279 0.0 0.0 -0.1 -0.01
C -2.2331 -0.1190 -5.5829 0.1 0.0 0.0 0.00
C 1.9092 1.1318 -0.6793 0.0 0.1 -0.1 0.05
C -4.3389 2.3796 -1.1123 0.1 0.1 0.0 0.00
C 5.7786 -0.6193 2.0446 0.0 0.0 0.0 0.00
Ge 1.5185 -0.4867 0.3481 0.3 0.1 1.1 0.09
H 1.4132 0.9885 -1.6399 0.0 0.1 -0.1 -0.01
C 1.7628 -2.1363 -0.7033 -0.2 0.0 0.0 0.07
C -3.5955 1.0564 -1.0121 0.1 0.1 0.2 0.02
H -2.1181 -3.4315 -0.1112 -0.2 0.1 0.0 0.01
C 6.1316 -0.6159 3.3836 0.0 0.0 0.0 0.00
C -1.7632 -2.1303 3.1159 -0.1 -0.1 -0.1 0.04
H -2.7973 3.7898 0.5600 0.0 0.0 0.0 0.00
C 3.2303 -2.5607 -0.8714 -0.1 -0.1 -0.1 0.01
C -2.2826 3.5465 -0.3689 -0.1 0.0 0.0 0.01
H -0.3550 1.4002 4.7872 0.0 0.0 0.0 0.00
H -3.1694 0.7874 -1.9780 0.1 -0.1 -0.1 0.02
H 4.1838 -0.5979 0.6392 0.0 0.0 -0.1 0.01
H -3.1040 0.2509 -5.0572 0.0 0.0 0.0 0.00
C 3.8032 -0.5554 3.9930 0.0 0.0 0.1 0.00
C -1.4714 -2.3488 4.6057 0.0 -0.1 -0.1 0.00
H -2.8972 3.2498 -2.3337 0.0 0.0 0.0 0.00
H 3.5174 2.3435 -1.4644 0.0 0.0 0.0 0.00
H -0.8280 2.2557 0.4970 0.1 0.0 0.1 -0.01
H 1.1259 -0.5370 4.1424 0.0 0.0 -0.1 0.00
O -2.5173 -2.5487 -0.0922 0.6 0.0 0.0 0.03
C -1.0810 -0.4136 -2.1972 0.1 0.3 -0.9 -0.01
Ti -0.9947 -0.8284 -0.1967 -2.0 -0.7 -1.0 1.60
H -1.9237 -3.2840 4.9398 0.0 0.0 0.0 0.00
C -1.4295 1.3535 4.6039 0.0 0.1 -0.1 0.00
N -3.3437 3.4665 -1.4387 0.0 -0.1 0.1 0.00
C -1.1227 -0.6966 -7.6319 0.0 0.0 0.0 0.00
H -0.4004 -2.4152 4.8021 0.0 0.0 0.0 0.00
C 0.0012 -1.0394 -5.5354 0.0 0.0 0.0 0.00
H 1.2955 -1.9527 -1.6726 0.1 -0.1 -0.2 -0.03
H -5.0923 2.3588 -1.8966 0.0 0.0 0.0 0.00
C 5.1380 -0.5848 4.3560 0.0 0.0 0.0 0.00
H 0.8543 -1.5108 -7.4408 0.0 0.0 0.0 0.00
H 1.2016 -2.9371 -0.2138 0.0 -0.1 0.0 0.01
```
Forces are in eV/Å.

- energy (eV) = -170906.7182
- net charge = +2
- multiplicity = 3
- strongest force on any atom (eV Å⁻¹) = 2.4